C5H9NO2 | ωB97M-V/def2-TZVPD

Each line ends with the Löwdin charge.
Geometry (Å):
C (-0.1198, -0.5878, 0.2934)  -0.25
C (0.2207, 1.2472, -1.1398)  -0.13
C (-1.1048, -1.7033, 0.5002)  -0.04
C (-0.4293, 2.1373, -2.1398)  -0.05
C (0.9939, -0.3302, 1.1638)  -0.52
N (1.2986, -1.3136, 2.0748)  0.15
O (-0.4521, 0.2555, -0.6764)  0.06
O (1.6689, 0.6991, 1.1234)  0.01
H (1.1791, 1.5135, -0.7315)  0.11
H (1.9647, -1.0574, 2.7838)  0.10
H (0.6414, -2.0360, 2.2961)  0.08
H (-0.6421, -2.6810, 0.3494)  0.08
H (-1.5406, -1.6756, 1.5034)  0.08
H (-1.9104, -1.5908, -0.2214)  0.08
H (-0.5014, 3.1601, -1.7413)  0.09
H (-1.4279, 1.7865, -2.3801)  0.08
H (0.1611, 2.1765, -3.0581)  0.08

Output
energy relative to the best compared isomer or geometry (same formula, charge and spin): 63.7 kcal/mol
calculated total energy: -401.0753 hartree